Entry 1:
ORCA calculation (wB97M-V/def2-TZVPD) on a cluster of 2 separate species, C6H13F3NO5PS in total.

Geometry as XYZ:
```
30
Properties=species:S:1:pos:R:3:forces:R:3
O -0.0241 1.8806 0.9575 0.583 0.104 -0.659
P -0.8928 1.5639 -0.3854 -0.365 -0.053 0.139
O -1.9656 0.4458 0.0068 -0.073 0.345 -0.058
C 0.2792 0.3325 -1.1885 0.008 -0.390 -0.148
C -0.3104 -0.4821 -2.3286 0.056 0.184 0.115
C 0.6469 -1.6229 -2.6664 -0.061 -0.068 -0.032
C 2.1553 -1.2514 -2.6923 -0.080 -0.071 0.194
C 2.5944 0.1304 -2.1529 0.209 0.006 -0.435
N 1.4605 1.0421 -1.7799 0.201 0.067 -0.135
H 0.5283 1.1543 1.2809 -0.426 -0.062 0.500
H -2.1016 0.3660 1.0093 0.211 -0.168 0.108
H 0.6695 -0.3844 -0.4554 0.002 0.265 0.246
H -1.2758 -0.8607 -1.9987 0.002 -0.088 -0.064
H -0.5041 0.1753 -3.1860 0.009 -0.024 -0.014
H 0.3734 -2.0830 -3.6150 0.017 0.038 -0.027
H 0.4942 -2.3946 -1.9111 0.040 0.020 0.028
H 2.5553 -1.3564 -3.6987 -0.093 0.066 -0.047
H 2.6694 -1.9981 -2.0902 0.122 0.013 -0.079
H 3.2605 0.0451 -1.2984 -0.251 -0.028 0.207
H 3.1563 0.6613 -2.9207 0.040 0.019 0.040
H 1.7912 1.7974 -1.1748 -0.006 -0.105 0.162
H 1.1297 1.5041 -2.6286 -0.097 0.056 0.054
C -2.5959 -0.2750 4.9044 -0.023 -0.061 -0.012
F -3.8816 -0.1587 4.5451 0.050 -0.004 0.022
F -2.4756 0.1614 6.1622 -0.012 -0.022 -0.033
F -2.2833 -1.5793 4.8867 -0.015 0.047 0.013
S -1.5060 0.6846 3.7769 -0.003 0.310 0.203
O -1.9884 2.0344 3.8889 -0.031 -0.035 -0.052
O -1.7812 0.0478 2.4845 -0.109 -0.304 -0.124
O -0.1777 0.4196 4.2686 0.094 -0.055 -0.113
```
Forces are in eV/Å.

Computed properties:
LUMO	-0.82	eV
HOMO level	-8.91	eV
M	299.2	g/mol
total charge	0
electronic energy	-46437.09643	eV

---

Entry 2:
ORCA calculation (wB97M-V/def2-TZVPD) on a structure of composition C14H53CaN18O13 in a non-equilibrium geometry.

Geometry as XYZ:
```
99
Properties=species:S:1:pos:R:3:forces:R:3
Ca 0.0179 0.7121 -0.0158 -0.264 -0.528 -0.268
C -2.2612 -2.2901 2.5183 -1.160 0.112 1.992
C -1.3858 -1.8315 1.4669 1.279 -0.167 -3.434
O -1.6714 -0.7068 0.6611 -0.521 0.275 1.288
H -2.3296 -1.4902 3.2556 -0.650 0.049 0.384
H -1.7680 -3.1114 3.0382 -0.021 -0.166 0.002
H -3.2325 -2.6543 2.1836 -0.147 0.358 0.096
H -1.4046 -2.6591 0.7579 0.511 -0.747 -0.372
H -0.3728 -1.8477 1.8690 0.553 0.484 0.089
C -4.2536 -3.2430 -0.5866 -0.497 0.825 -0.825
O -3.6870 -2.1489 -1.3273 -0.001 -0.597 0.301
H -4.6863 -2.8272 0.3233 0.088 -0.345 0.341
H -5.0893 -3.6132 -1.1803 0.221 -0.383 0.039
H -3.4788 -3.9892 -0.4108 -0.289 -0.260 0.183
H -3.0848 -1.8135 -0.6592 0.754 0.910 -0.098
C 3.8460 -1.7793 4.8937 -2.179 -1.218 -1.231
O 2.8851 -2.2772 3.9092 0.592 -0.754 -0.190
H 4.7385 -1.4528 4.3598 -0.065 0.731 0.482
H 3.1908 -1.1251 5.4689 1.266 0.676 0.492
H 4.0910 -2.6709 5.4708 0.117 0.240 0.170
H 2.2952 -1.6059 3.5586 0.244 0.368 0.253
C 1.5042 -0.8800 -2.7987 -1.026 -0.977 1.580
O 0.4552 -1.0612 -1.7526 1.338 0.403 -1.214
H 1.5258 0.1565 -3.1351 -0.063 -0.234 0.050
H 2.4310 -1.1827 -2.3113 0.260 0.426 -0.114
H 1.3375 -1.6059 -3.5946 -0.191 0.289 -0.203
H -0.1182 -1.7588 -2.0786 -0.358 0.303 -0.132
C 2.5770 2.6006 -1.7201 -1.450 -2.003 1.483
O 1.6305 1.8949 -1.3772 -0.430 -0.015 0.801
N 2.7167 2.9460 -2.9481 -0.030 1.321 -4.701
N 3.5636 2.9955 -0.9690 2.582 1.036 2.683
H 3.5682 3.3899 -3.2611 -0.478 -0.190 -0.343
H 1.9954 2.6380 -3.5844 0.383 0.259 -0.097
H 4.2539 3.6492 -1.3100 -0.205 -0.258 0.066
H 3.6834 2.6837 -0.0159 -0.397 0.146 -0.037
C 3.0460 3.9554 2.3563 0.119 -0.040 -0.568
O 3.3596 2.8838 1.8932 1.076 -2.228 -0.665
N 3.9457 4.8558 2.7550 0.729 0.971 0.684
N 1.7805 4.3309 2.4130 -1.318 1.235 0.813
H 3.6270 5.6877 3.2309 0.598 -0.055 -0.204
H 4.9252 4.6607 2.6042 -0.293 0.132 0.290
H 1.6207 5.1797 2.9365 -0.733 -0.234 -0.341
H 1.0276 3.7582 2.0590 0.272 -0.155 0.255
C -1.4642 3.5017 1.4083 -2.074 -4.116 -0.516
O -0.9640 2.7623 0.5808 0.415 -0.641 -0.801
N -1.0540 4.6701 1.6304 3.761 6.191 -0.140
N -2.4901 3.2595 2.2030 -2.258 -0.810 1.608
H -1.2754 5.1765 2.4758 0.233 0.147 -0.553
H -0.3324 4.9358 0.9756 0.046 0.764 0.481
H -3.1607 2.5194 2.0528 0.082 -0.438 -0.264
H -2.8747 4.1163 2.5746 -0.456 -0.540 0.097
C -5.0696 0.7111 1.1706 -2.042 -0.379 -3.274
O -6.2443 0.9798 1.1984 -1.357 0.729 1.175
N -4.1306 0.8084 2.0583 1.875 1.605 5.665
N -4.4433 0.2787 0.1020 1.086 -1.214 -3.665
H -4.4139 1.0855 2.9873 0.206 -0.475 0.096
H -3.2610 0.3252 1.8839 0.298 -0.095 0.454
H -3.4853 0.0077 0.2722 0.328 -0.318 -1.012
H -4.8347 0.1237 -0.8161 -0.228 -0.071 0.564
C -1.9452 1.4774 -2.8428 0.735 -1.844 2.689
O -1.1955 1.3148 -1.8960 1.014 0.961 0.333
N -2.7221 0.5235 -3.2333 -2.368 -4.229 -0.783
N -2.1995 2.5114 -3.5526 0.451 5.071 -2.356
H -2.5897 -0.3797 -2.8009 -0.402 -0.331 -0.144
H -3.5037 0.7132 -3.8442 -0.022 -0.445 0.495
H -2.6855 2.2787 -4.4068 0.381 1.053 -0.004
H -1.6018 3.3228 -3.4853 -0.312 -0.052 -0.208
C 0.7852 -4.8968 -3.0650 -1.903 0.630 -0.559
O 0.4963 -5.1086 -4.2033 0.017 -1.038 -3.991
N 1.7267 -5.4656 -2.4009 3.153 -2.017 1.636
N 0.0628 -4.0824 -2.3642 -1.779 2.796 3.490
H 2.1208 -6.2845 -2.8415 0.578 0.289 0.603
H 2.0256 -4.9636 -1.5770 0.507 -1.008 -0.144
H -0.5758 -3.4103 -2.7650 -0.458 -0.217 -0.559
H 0.1003 -4.1208 -1.3556 -0.049 0.137 -0.181
C -1.3635 -2.1619 -4.9326 -1.552 1.748 1.695
O -1.4348 -2.1562 -3.7194 0.034 0.233 2.936
N -0.7458 -3.0504 -5.5724 2.546 -3.140 -2.724
N -1.9638 -1.2375 -5.6359 -1.390 2.265 -1.832
H -0.6396 -2.9712 -6.5737 0.315 -0.500 0.376
H -0.2528 -3.6926 -4.9687 0.447 -1.156 -0.651
H -2.0405 -1.3908 -6.6312 -0.368 0.626 0.291
H -2.4461 -0.5231 -5.1094 0.044 -0.189 -0.557
C 3.1702 -0.7636 0.7048 -1.932 3.921 -0.801
O 2.0451 -0.3668 0.4030 -0.053 0.033 0.674
N 4.1579 0.0510 1.0870 0.816 1.243 0.803
N 3.5321 -1.9648 0.5253 1.270 -5.418 -0.974
H 3.8668 0.9824 1.3475 0.304 0.039 0.187
H 4.9568 -0.3832 1.5266 -0.100 0.479 0.100
H 4.5075 -2.1318 0.3236 -0.298 -0.450 0.134
H 2.8250 -2.5578 0.1148 0.338 -0.096 0.026
C 0.7639 0.9877 3.5003 -4.895 -0.053 -3.827
O 0.5972 1.0405 2.2475 0.667 -0.092 2.227
N 1.8553 1.1511 4.1158 5.987 0.899 1.192
N -0.2509 0.8004 4.3329 -2.272 -0.381 0.895
H 1.9147 1.4935 5.0641 0.018 -0.250 -0.264
H 2.6137 1.3474 3.4783 0.411 0.287 0.324
H -1.1805 0.6441 3.9702 0.241 0.079 0.059
H -0.1043 0.8093 5.3322 -0.253 -0.215 -0.302
```
Forces are in eV/Å.

Computed properties:
LUMO	-2.21	eV
HOMO level	-9.82	eV
M	721.8	g/mol
total charge	+1
electronic energy	-87260.11453	eV

---

Entry 3:
ORCA calculation (wB97M-V/def2-TZVPD) on an isolated molecule of C6H13N in a non-equilibrium geometry.

Geometry as XYZ:
```
20
Properties=species:S:1:pos:R:3:forces:R:3
C -3.6218 -0.1535 0.1942 0.882 0.035 0.892
C -2.4184 0.1249 -0.7042 1.035 -3.305 0.358
C -1.1334 0.3251 0.1166 1.010 0.333 -0.996
C 0.0445 -0.3255 -0.1427 -2.142 -0.382 1.369
N 1.2836 -0.2318 0.5764 -2.333 2.615 -0.418
C 2.3980 -0.2342 -0.3417 0.639 1.035 -0.513
C 3.6043 0.1105 0.4944 0.755 1.632 -0.100
H -3.2019 -0.2729 1.1760 -0.261 -0.266 0.781
H -4.1399 -1.0312 -0.0468 -0.538 -1.527 -0.423
H -4.3977 0.5792 0.2728 -0.126 0.985 -0.260
H -2.2470 -0.7844 -1.4267 -0.341 1.851 1.107
H -2.7107 0.9678 -1.2251 0.217 1.817 -1.636
H -1.2145 1.1652 0.8423 0.404 -0.620 -0.407
H -0.0469 -1.2357 -0.7512 0.339 0.537 -0.239
H 1.2334 0.7479 1.0202 0.395 -1.997 -0.504
H 2.4087 0.5579 -1.1252 -0.769 -0.208 0.254
H 2.4061 -1.1391 -0.9513 0.252 -0.437 0.642
H 3.8175 1.2207 0.3885 -0.440 -1.064 0.318
H 3.4485 -0.0748 1.5676 0.318 -0.395 -0.494
H 4.4874 -0.3162 0.0658 0.704 -0.639 0.269
```
Forces are in eV/Å.

Computed properties:
LUMO	1.18	eV
HOMO level	-8.26	eV
SMILES string	CC/C=C/NCC
M	99.2	g/mol
relative energy (zero: lowest compared OMol25 entry of this formula, charge and spin)	1.664	eV
total charge	0
electronic energy	-7921.16960	eV

---

| no. | HOMO-LUMO gap (eV) |
| --- | --- |
| 1 | 8.095 |
| 2 | 7.613 |
| 3 | 9.443 |